Density functional theory data (the ωB97M-V functional and the def2-TZVPD basis) for a cluster of 3 separate species, C4H14NO2 in total in a non-equilibrium geometry.

Last column: natural (NBO) charge in e.
Element x y z (Å)
C 0.375 -1.077 -0.311  -0.20
N 0.153 0.390 0.151  -0.51
C 1.052 1.269 -0.668  -0.24
C 1.427 0.466 -1.912  -0.43
C 0.740 -0.900 -1.773  -0.43
H 1.195 -1.455 0.293  0.22
H -0.589 -1.503 -0.071  0.24
H 0.345 0.469 1.150  0.47
H -0.808 0.649 -0.044  0.44
H 1.872 1.687 -0.091  0.24
H 0.469 2.162 -0.916  0.23
H 1.181 0.858 -2.896  0.25
H 2.518 0.416 -1.914  0.23
H 1.355 -1.733 -2.108  0.25
H -0.157 -0.926 -2.393  0.23
H -1.705 0.824 2.946  0.49
H -0.479 1.339 3.636  0.49
O -0.749 0.903 2.820  -0.97
H -2.293 -1.940 1.385  0.49
H -3.374 -0.866 1.575  0.49
O -2.528 -1.032 1.141  -0.97

- energy above the lowest of the compared OMol25 structures with the same formula, charge and spin (kcal per mole) = 11.41
- LUMO (eV) = -2.9
- F_max (eV/Å) = 1.81
- net charge = +1

Density functional theory data (the ωB97M-V functional and the def2-TZVPD basis) for a structure of composition C40H40CoN5O5PS in a non-equilibrium geometry.

Last column: Löwdin spin population.
Element x y z (Å)
Co 10.747 13.009 12.883  2.75
C 10.274 15.197 10.564  0.00
O 11.057 14.773 11.700  0.04
C 12.235 15.376 11.916  0.00
C 12.707 16.509 11.324  0.00
C 14.001 16.979 11.563  0.00
C 14.781 16.399 12.537  0.00
C 14.254 15.334 13.237  0.00
C 13.093 14.763 12.892  0.01
N 12.475 13.641 13.524  0.05
N 13.148 13.161 14.475  0.00
C 12.899 12.137 15.269  0.02
C 11.659 11.444 15.279  0.01
O 10.752 11.728 14.433  0.10
C 11.415 10.484 16.316  0.01
C 12.361 10.215 17.241  0.00
C 13.708 10.784 17.182  0.00
C 14.752 10.391 18.016  0.00
C 16.027 10.958 17.848  0.00
C 16.269 11.893 16.831  0.00
C 15.237 12.260 16.065  0.00
C 13.926 11.750 16.175  0.00
H 10.930 15.266 9.634  0.00
H 9.871 16.220 10.743  0.00
H 9.470 14.517 10.352  0.00
H 12.048 17.082 10.617  0.00
H 14.386 17.897 11.128  0.00
H 15.754 16.877 12.823  0.00
H 14.774 14.818 14.013  0.00
H 10.399 10.034 16.381  0.00
H 12.132 9.577 18.053  0.00
H 14.705 9.646 18.787  0.00
H 16.855 10.610 18.448  0.00
H 17.274 12.233 16.837  0.00
H 15.333 12.976 15.232  0.00
N 11.058 11.888 11.314  0.73
C 11.617 11.238 10.400  0.09
C 12.534 9.975 10.738  0.06
C 12.749 9.637 12.089  0.00
C 13.533 8.598 12.505  0.00
C 14.199 7.844 11.482  -0.01
C 14.218 8.347 10.219  0.01
C 13.266 9.340 9.710  0.00
C 11.470 11.615 8.941  0.05
C 12.068 12.801 8.432  0.00
C 12.071 12.895 7.033  0.00
C 11.399 11.970 6.214  0.00
C 10.662 10.924 6.796  0.00
C 10.676 10.774 8.166  0.00
H 12.130 10.112 12.846  0.00
H 13.747 8.298 13.526  0.00
H 14.941 7.091 11.714  0.00
H 14.711 7.744 9.433  0.00
H 13.317 9.636 8.674  0.00
H 12.575 13.509 9.042  0.00
H 12.644 13.682 6.677  0.00
H 11.400 12.094 5.175  0.00
H 10.240 10.170 6.185  0.00
H 10.141 9.903 8.595  0.00
N 9.966 15.789 15.952  0.00
C 9.626 16.284 14.735  0.00
S 8.317 15.680 13.868  0.01
N 10.532 17.203 14.384  0.00
C 10.442 18.269 13.404  0.00
C 11.228 19.396 13.665  0.00
C 11.226 20.473 12.784  0.00
C 10.515 20.338 11.590  0.00
C 9.711 19.261 11.381  0.00
C 9.691 18.207 12.262  0.00
H 9.437 15.017 16.211  0.00
H 10.898 15.902 16.402  0.00
H 11.411 17.155 14.886  0.00
H 11.752 19.447 14.634  0.00
H 11.786 21.424 13.022  0.00
H 10.490 21.137 10.802  0.00
H 9.038 19.349 10.539  0.00
H 9.050 17.301 12.080  0.00
C 6.656 13.166 10.578  0.00
O 7.616 13.391 11.615  0.00
P 8.310 12.454 12.708  0.02
O 8.054 10.998 12.120  0.00
C 8.124 9.794 12.979  0.00
O 7.300 12.488 13.995  0.01
C 5.904 12.661 13.768  0.00
H 6.688 12.176 10.218  0.00
H 6.908 13.843 9.795  0.00
H 5.665 13.532 10.805  0.00
H 7.150 9.712 13.469  0.00
H 8.932 9.874 13.685  0.00
H 8.299 8.999 12.250  0.00
H 5.541 12.504 14.848  0.00
H 5.706 13.695 13.436  0.00
H 5.537 12.010 13.007  0.00

- energy above the lowest of the compared OMol25 structures with the same formula, charge and spin (kcal per mole) = 24.03
- multiplicity = 5
- LUMO (spin up / spin down) (eV) = -3.0 / -4.0
- F_max (eV/Å) = 3.97
- net charge = +1

The highest F_max belongs to which entry?
C40H40CoN5O5PS

Among the records above, which one has the highest F_max?
C40H40CoN5O5PS

What is the formula in the first record?
C4H14NO2

The highest energy above the lowest of the compared OMol25 structures with the same formula, charge and spin belongs to which entry?
C40H40CoN5O5PS